1.
The following is a quantum chemistry calculation of a molecular structure, C25H45ClIPSc at a distorted geometry, from OMol25.

Values from the calculation:
Total energy ... -77267.81135 eV
Highest occupied orbital energy (spin up / spin down) ... -0.0472 / -0.0461 Eh
HOMO-LUMO gap (spin up / spin down) ... 3.86 / 3.84 eV
LUMO (spin up / spin down) ... 2.6 / 2.6 eV

Geometry as ORCA input:
```
! RIJCOSX wB97M-V def2-TZVPD def2/J DEFGRID3
* xyz -1 1
H -2.44946 -0.75679 -5.80695
H 5.71881 0.75983 -3.11348
C 1.84563 0.75209 -2.36224
C -1.38924 -0.28694 -0.69207
H -0.53562 5.07965 -2.49469
C 2.71943 -0.29082 -1.64930
H -2.75199 5.54414 -3.35128
H -4.04871 3.41490 -2.84376
H -1.67873 -2.20851 -1.45955
Cl 0.77408 -0.16576 2.56353
H -0.23888 2.77779 -4.46618
H -1.22091 1.16189 -4.96919
H -1.54664 -3.05816 -4.32105
C -0.57301 -2.75054 -4.72923
H 4.08859 1.17966 -5.03253
H -2.63295 -3.34297 2.45550
C -0.66006 -0.48118 -3.61776
H -2.52005 1.68375 -3.62608
H -2.94505 3.91534 -1.57524
H -2.34363 0.11600 -1.03653
H 3.93718 2.27426 -3.66534
C -0.81062 4.57766 -3.43061
H -1.31099 -0.21297 -7.03410
H -0.97514 -4.75541 1.45761
H 0.03060 -3.66245 -4.83041
H -0.59914 2.70097 -1.42576
C -2.98687 3.53810 -2.60490
H 0.16175 -2.30366 -2.75380
H -1.02756 0.29687 0.22297
C -0.80328 2.23286 -2.41102
H -2.81088 1.55115 -1.89157
H 1.25442 -2.83764 1.44505
P -0.11288 0.49277 -2.17191
C 4.20293 0.11927 -1.72496
C -0.14659 3.18454 -3.44623
C -2.33916 4.54794 -3.55062
H 2.56950 -1.26663 -2.13415
H 4.79789 -0.64705 -3.64538
I 1.50829 3.03074 0.50319
H -1.46374 -2.75162 -6.69980
C -0.64354 -3.75914 1.78156
H -0.39296 5.19384 -4.23697
C -2.31904 2.16112 -2.65280
H -2.78510 -3.26402 0.04366
C 4.71171 0.32658 -3.14594
H -0.21712 -3.92924 2.77963
H 4.78525 -0.65140 -1.21564
C -0.79492 -2.11234 -6.10964
H 0.16090 -2.08147 -6.65140
C -1.84152 -2.82731 1.89614
Sc 1.09258 0.32181 0.32813
H 2.57423 -0.48135 -0.52460
C 2.30586 0.86250 -3.84833
C -2.39370 -2.37117 0.54361
H 0.83567 -2.01688 -0.95670
C -1.37793 -0.69052 -6.04445
C 3.79001 1.23132 -3.97575
H 1.71893 1.59536 -4.42442
H -1.70936 -0.71372 -3.36452
H -2.61201 4.29080 -4.58189
H 0.33076 0.41013 -5.34437
H 1.14445 -1.61850 -4.04958
H -3.26115 -1.71176 0.68174
C -0.69131 0.20240 -4.99726
H 2.00248 1.74795 -1.89932
H -1.56532 -1.95000 2.48728
H 0.93054 3.31305 -3.25575
C 0.10787 -1.80521 -3.72870
C 0.10519 -2.09503 -0.11847
H 2.16491 -0.10764 -4.34569
H 0.85814 -4.08577 0.30256
C -1.38493 -1.77492 -0.48430
C 0.43498 -3.20947 0.81963
H 4.33871 1.03815 -1.14382
*
```

2.
The following is a quantum chemistry calculation of a molecular structure, C25H45F3P2W at a distorted geometry, from OMol25.

Values from the calculation:
Total energy ... -55190.03376 eV
Highest occupied orbital energy (spin up / spin down) ... -0.4999 / -0.5029 Eh
HOMO-LUMO gap (spin up / spin down) ... 6.63 / 4.94 eV
LUMO (spin up / spin down) ... -7.0 / -8.7 eV
Energy relative to the best compared isomer or geometry (same formula, charge and spin) ... 4.1568 eV

Geometry as ORCA input:
```
! RIJCOSX wB97M-V def2-TZVPD def2/J DEFGRID3
* xyz 2 3
H 3.36887 -0.93139 -0.94696
W -0.08814 0.10979 -0.98089
H 2.34318 -2.91912 2.04577
H 2.31021 -3.17616 3.84287
C 2.44808 -1.49724 -1.15023
H 0.49475 2.18228 3.18672
C 0.56873 2.38267 1.02960
C -3.44906 -1.64615 -1.45752
H 1.48113 -1.12951 5.50732
H -0.94333 -3.51920 -0.04667
H -0.69873 3.30110 2.48662
C -1.30978 3.59744 -0.28682
H 2.39510 0.95556 2.60775
C -0.10917 -2.99297 -0.53712
H 2.03364 -2.20933 -3.14597
C -0.15494 2.68084 -0.15622
C -0.49970 -1.34131 -2.41472
H -0.08199 -3.46725 4.08257
H 0.70935 1.82243 -3.39687
H 3.07087 1.31314 -2.51725
H 3.45400 2.71798 -1.50357
F -2.46595 -0.82810 1.45805
H -0.98845 4.60375 -0.59746
H -1.85049 3.70870 0.66040
C 0.32998 2.93453 2.39611
C 0.89132 -0.54141 4.78822
H -4.56678 0.42081 0.34329
H 3.39015 0.39304 1.26079
H 0.59008 -0.01059 -3.69420
C 2.80491 1.24909 1.62935
C -0.51053 -2.65446 3.47520
H -0.55711 2.98972 -2.90506
C 0.10183 -1.62169 0.04747
H -4.40188 1.88181 -0.71545
H 2.82916 -0.65838 -3.13428
H -1.96391 1.05253 -3.47704
H 1.36235 0.44733 4.61412
H -5.23609 0.41079 -1.32580
C 2.05040 -1.24219 -2.60602
H -2.84712 -2.28386 -2.11338
P 0.82675 -1.44370 3.21885
H 3.91968 1.13167 -0.94400
F -2.59751 1.33122 1.35776
C 0.61850 2.20554 -1.29742
H 3.51969 2.06454 1.81374
H -1.35759 -2.18074 4.00186
H -0.86696 -3.05866 2.51260
H -3.56564 0.27154 -3.71343
H -3.44191 1.87232 -2.93332
C -1.68380 0.31400 1.28271
H 1.13114 3.49169 -2.98149
H -4.48792 -1.64231 -1.81303
C -0.35248 -2.82598 -2.02900
H -1.25296 -3.37293 -2.33366
C 0.70542 -0.55806 -2.74869
C 1.44447 -1.03601 -0.12752
H -0.28243 -1.54638 1.06053
C 3.12851 1.65884 -1.48005
F -1.03542 0.38820 2.50419
H -3.43195 -2.06597 -0.44575
C 1.81473 1.56620 -0.75997
H 1.87199 -0.90323 0.86062
C -2.96129 0.89548 -3.04563
C 2.33514 -2.42805 3.03656
H 0.78225 -3.61412 -0.33604
H -1.29135 -1.18988 -3.14659
P -2.86409 0.09467 -1.38996
C 1.72475 1.66192 0.68556
H 2.72139 -2.56126 -0.97592
H 3.23160 -1.78749 3.11554
H -2.02832 3.23621 -1.03785
C -4.41091 0.77938 -0.68697
H 0.47010 -3.27334 -2.60704
C 0.47033 2.64839 -2.71667
H 1.02385 3.77297 2.57111
H -0.13268 -0.38168 5.17562
*
```